Entry 1:
15
Properties=species:S:1:pos:R:3:forces:R:3 method="wB97M-V/def2-TZVPD" molar_mass_g_mol=74.13 e_homo_ev=-7.97 e_above_lowest_kcal_mol=43.3 smiles="[H]/N=C/N.CC" orbital_gap_ev=8.94 energy_ha=-229.74028 e_lumo_ha=0.0358
C 2.40237 -2.20132 -2.93103 -0.4 1.0 -1.3
C 0.96642 -1.64431 -3.00640 -0.2 -1.1 -0.6
H 3.02171 -1.55181 -3.55885 0.4 0.2 0.7
H 2.79542 -2.33928 -1.93234 0.1 0.0 0.0
H 2.42852 -3.11077 -3.52595 0.0 -0.5 0.4
H 0.64376 -0.86694 -2.32358 0.3 -0.1 0.4
H 0.29941 -2.50891 -2.95032 -0.3 0.3 0.5
H 0.76680 -1.26396 -4.00714 0.2 0.2 -0.1
N -1.66551 2.52859 4.34291 0.1 -0.4 0.2
C -1.70464 1.92745 3.13857 -0.4 -0.1 0.0
N -2.80510 1.55549 2.57247 0.1 1.3 0.6
H -2.56226 2.66396 4.79104 0.1 0.1 -0.1
H -0.82551 2.82066 4.82973 -0.1 -0.4 -0.3
H -0.72207 1.72878 2.68739 0.4 0.4 0.2
H -3.03933 2.26239 1.87349 -0.2 -1.0 -0.6

Entry 2:
49
Properties=species:S:1:pos:R:3:forces:R:3 method="wB97M-V/def2-TZVPD" molar_mass_g_mol=715.52 e_homo_ev="-10.83 / -11.07" multiplicity=2 total_charge=+1 e_above_lowest_kcal_mol=0.0 s2=0.75 orbital_gap_ev="7.84 / 8.04" energy_ha=-2885.81584 e_lumo_ha="-0.1098 / -0.1115"
Ir -1.06818 -1.01442 -0.78402 1.1 0.8 -0.4
C 2.10867 -4.51847 -2.60941 0.0 0.0 0.0
C 0.83559 -3.78441 -2.83084 0.0 0.0 0.0
O 0.37443 -3.57513 -4.08705 0.0 0.1 0.0
P 2.38098 0.01814 -1.44077 0.0 0.0 -0.1
O 0.93668 -0.45059 -2.11848 -0.1 0.1 -0.1
O 2.77603 -2.02256 -0.14840 0.0 0.1 -0.1
O 2.24094 -0.69575 0.00731 0.1 0.0 0.1
P -0.32211 -3.46384 -1.54994 -0.1 -0.4 0.1
O -0.75400 -4.90223 -1.06574 0.0 0.2 0.0
O -1.50152 -2.59294 -2.01023 -0.4 0.1 0.1
O 0.26793 -2.64438 -0.38496 -0.1 0.0 0.0
H 2.87522 -4.17231 -3.30848 0.0 0.0 0.0
H 1.97646 -5.59671 -2.75436 0.0 0.0 0.0
H 2.49158 -4.36580 -1.60085 0.0 0.0 0.0
H 1.00786 -3.91136 -4.73412 0.0 0.0 0.0
H 0.91940 -0.25923 -3.06826 0.0 -0.2 0.0
H 1.90703 -2.49235 -0.17085 0.0 -0.1 0.1
H -1.39470 -4.89911 -0.33696 0.0 0.0 0.0
N 1.91000 3.28143 5.47023 0.0 0.0 0.0
C 1.66413 3.02584 4.16370 0.0 0.0 0.0
C 0.78802 3.84610 3.42896 0.0 0.0 0.0
C 0.53699 3.59082 2.10396 0.0 0.0 0.0
C 1.15993 2.50198 1.48843 0.0 0.0 -0.1
C 2.02550 1.67041 2.19679 0.0 0.0 0.0
C 2.27789 1.93513 3.52103 0.0 0.0 0.0
S 0.72247 2.21593 -0.15185 -0.1 0.1 0.0
O 1.96294 1.50683 -0.78151 0.2 -0.1 0.1
O 0.48672 3.42323 -0.85896 -0.1 0.0 0.1
N -0.44794 1.15734 -0.26632 -0.2 -0.3 0.4
C -1.68042 1.58563 -0.69936 -0.5 -0.2 -0.3
N -2.31606 0.51235 -1.22948 0.2 0.0 0.0
C -3.55356 0.64171 -1.69247 -0.1 0.1 -0.1
C -4.15925 1.88208 -1.65733 0.1 0.0 0.0
C -3.44082 2.92114 -1.07788 0.0 -0.1 0.0
N -2.20809 2.78174 -0.58497 -0.1 0.0 0.0
H 1.50906 4.08085 5.92441 0.0 0.0 0.0
H 2.56269 2.72607 5.99142 0.0 0.0 0.0
H 0.31516 4.69114 3.91223 0.0 0.0 0.0
H -0.12976 4.22847 1.53837 0.0 0.0 0.0
H 2.49685 0.82518 1.71686 0.0 0.0 0.0
H 2.95756 1.30141 4.07560 0.0 0.0 0.0
H -4.03118 -0.24744 -2.08057 0.0 0.0 0.0
H -5.15814 2.02558 -2.03780 0.0 0.0 0.0
H -3.87535 3.90907 -0.98614 0.0 0.0 0.0
F -2.26440 -2.87888 0.89781 0.0 0.0 0.0
C -2.36697 -1.55377 0.60815 0.2 -0.2 0.0
F -2.13528 -0.88910 1.75781 0.0 0.0 0.0
F -3.66696 -1.35483 0.30531 0.0 0.0 0.0

Entry 3:
94
Properties=species:S:1:pos:R:3:forces:R:3 method="wB97M-V/def2-TZVPD" molar_mass_g_mol=726.95 e_homo_ev=-9.03 orbital_gap_ev=9.62 energy_ha=-2875.54331 e_lumo_ha=0.0214
N -2.20808 4.74804 0.12679 0.0 -0.1 0.1
C -0.90016 5.01866 -0.46701 0.0 0.0 0.0
C -0.89380 4.77278 -1.98017 0.1 0.0 0.1
C -1.55552 3.45061 -2.38627 0.0 0.1 0.0
Si -0.61979 1.88676 -1.98393 0.1 -0.2 0.1
N 1.01330 2.09106 -1.43567 0.1 0.3 -0.3
O -1.42004 1.05713 -0.79324 0.0 0.1 0.0
Si -0.98348 0.76681 0.76510 0.0 0.0 0.1
H -2.35346 3.74969 0.23437 0.0 0.0 0.0
H -2.25871 5.14319 1.05999 0.0 0.0 -0.1
H -0.67549 6.06852 -0.27563 0.1 0.0 0.0
H -0.08355 4.44528 -0.00007 -0.1 -0.1 0.1
H 0.14746 4.78330 -2.31716 0.0 0.1 0.0
H -1.38775 5.60861 -2.47965 -0.1 0.0 0.0
H -1.70295 3.43301 -3.47070 0.0 0.0 0.0
H -2.55621 3.40810 -1.94966 0.0 -0.1 -0.1
H -0.51928 1.01311 -3.17448 -0.1 0.0 0.0
H 1.21908 2.89738 -0.85675 0.0 -0.1 0.0
H 1.73113 2.04046 -2.15161 0.0 -0.1 0.1
H -0.46853 2.01833 1.38365 0.0 -0.1 0.0
H 0.03948 -0.29283 0.86242 0.0 0.0 0.0
H -2.18788 0.33976 1.50418 0.0 0.0 0.0
F 3.67581 0.80739 -3.51704 0.0 0.0 0.0
C 3.32583 -0.48318 -3.76418 0.0 0.1 0.0
C 4.18302 -1.27625 -4.49620 -0.1 0.0 0.0
C 3.79780 -2.58924 -4.73571 0.0 0.0 0.0
C 2.58905 -3.07192 -4.25302 0.0 0.0 0.0
C 1.75112 -2.24094 -3.52106 0.0 0.0 0.0
C 2.11952 -0.92831 -3.26790 0.1 0.0 0.0
H 5.11499 -0.87447 -4.86871 0.0 0.0 0.0
H 4.45102 -3.23611 -5.30693 0.0 0.0 0.0
H 2.29970 -4.09624 -4.44575 0.0 0.0 0.0
H 0.80903 -2.61213 -3.14267 0.0 0.0 0.0
H 1.51255 -0.24250 -2.69472 -0.1 -0.1 0.0
F -1.01275 -3.78929 -1.40082 0.0 0.0 0.0
C -1.96160 -4.03440 -0.46423 0.1 0.0 -0.1
C -1.86365 -5.18911 0.28415 -0.1 0.0 0.0
C -2.84282 -5.42865 1.23754 0.0 0.0 0.0
C -3.88366 -4.52885 1.42102 0.0 0.0 0.0
C -3.94759 -3.37674 0.65035 0.0 0.0 0.0
C -2.97523 -3.11454 -0.30634 0.0 0.0 0.1
H -1.04290 -5.87301 0.11783 0.0 0.0 0.0
H -2.78840 -6.32212 1.84528 0.0 0.0 0.0
H -4.64012 -4.72555 2.16925 0.0 0.0 0.0
H -4.75452 -2.66964 0.79308 0.0 0.0 0.0
H -2.99137 -2.22074 -0.91545 0.0 0.0 0.0
F 5.57313 -2.95109 2.03992 0.0 0.0 0.0
C 4.40131 -3.05633 1.37383 0.1 0.0 0.0
C 3.81576 -1.90757 0.88102 0.0 -0.1 0.0
C 2.61411 -2.02867 0.19715 0.0 0.1 0.0
C 2.02071 -3.27148 0.02229 0.0 0.0 0.0
C 2.63709 -4.40481 0.53390 0.0 -0.1 0.0
C 3.84194 -4.30810 1.21753 0.0 0.1 0.0
H 4.29577 -0.95083 1.03371 0.0 0.0 0.0
H 2.13688 -1.14082 -0.19906 0.0 0.0 0.0
H 1.08031 -3.34867 -0.50442 0.0 0.0 0.0
H 2.17977 -5.37757 0.40274 0.0 0.0 0.0
H 4.34407 -5.17457 1.62496 0.0 0.0 0.0
F 7.90271 3.55433 -8.34599 0.0 0.0 0.0
C 6.86294 3.35910 -7.50622 0.1 0.0 -0.1
C 7.03516 2.51625 -6.42670 -0.1 0.0 0.0
C 5.95986 2.32124 -5.57076 0.0 0.0 0.0
C 4.74877 2.95929 -5.80102 0.0 0.0 0.0
C 4.61246 3.80464 -6.89365 0.0 0.0 0.0
C 5.67458 4.01236 -7.76327 0.0 0.0 0.1
H 7.99007 2.03387 -6.27011 0.0 0.0 0.0
H 6.06920 1.67168 -4.71186 0.0 0.0 0.0
H 3.91980 2.79924 -5.12613 0.0 0.0 0.0
H 3.67118 4.30667 -7.07719 0.0 0.0 0.0
H 5.59534 4.66315 -8.62292 0.0 0.0 0.0
F -1.36104 6.52445 3.04750 0.0 0.0 0.0
C -2.17259 6.08876 4.03840 0.0 0.0 -0.1
C -1.83325 4.92814 4.70323 -0.1 0.0 0.0
C -2.67834 4.48246 5.71042 0.0 0.0 0.0
C -3.82804 5.19104 6.03111 0.0 0.0 0.0
C -4.13807 6.35458 5.34035 0.0 0.0 0.0
C -3.30751 6.81756 4.32908 0.0 0.0 0.0
H -0.93146 4.39667 4.43229 0.0 0.0 0.0
H -2.43249 3.57471 6.24594 0.0 0.0 0.0
H -4.48118 4.83730 6.81725 0.0 0.0 0.0
H -5.03398 6.90962 5.58629 0.0 0.0 0.0
H -3.52468 7.71942 3.77393 0.0 0.0 0.0
F -2.58017 -4.96717 4.46422 0.0 0.0 0.0
C -3.60804 -5.16159 5.31633 0.0 0.0 -0.1
C -3.65529 -6.33398 6.04327 -0.1 0.0 0.0
C -4.72384 -6.52356 6.90890 0.0 0.0 0.0
C -5.71206 -5.55671 7.03345 0.0 0.0 0.0
C -5.63286 -4.38858 6.28755 0.0 0.0 0.0
C -4.57304 -4.17897 5.41598 0.0 0.0 0.0
H -2.87143 -7.06959 5.92762 0.0 0.0 0.0
H -4.78087 -7.43523 7.48940 0.0 0.0 0.0
H -6.54094 -5.71260 7.71049 0.0 0.0 0.0
H -6.40015 -3.63114 6.38238 0.0 0.0 0.0
H -4.48221 -3.27814 4.82459 0.0 0.0 0.0

Entry 4:
15
Properties=species:S:1:pos:R:3:forces:R:3 method="wB97M-V/def2-TZVPD" molar_mass_g_mol=87.12 e_homo_ev=-9.52 e_above_lowest_kcal_mol=40.2 smiles="CC(C)NC=O" orbital_gap_ev=10.42 energy_ha=-287.76844 e_lumo_ha=0.0334
C -1.09803 1.36966 1.14154 -0.4 2.9 0.4
C 0.12936 0.62896 0.62188 -0.3 1.4 4.4
C 0.49618 -0.39193 1.80137 3.1 1.3 -2.4
C 0.39740 -0.88866 -1.20623 -0.1 1.4 -0.2
H -2.03256 0.82209 1.23228 0.3 -0.7 0.2
H -1.44159 2.24305 0.41638 1.1 -1.4 1.5
H -0.78311 1.77384 2.13989 -0.8 0.1 -0.9
H 0.83157 1.46299 0.42659 0.6 -0.7 0.7
H 0.66527 0.25123 2.64056 -0.7 0.0 0.9
H -0.21234 -1.16882 1.83482 -1.2 -0.6 0.5
H 1.51276 -0.89099 1.71733 -1.1 0.5 -0.4
H -0.82382 0.80653 -1.07864 0.1 -0.5 -0.6
H 1.01491 -1.48870 -0.58613 0.4 -0.5 1.6
N -0.29703 0.12712 -0.54926 -0.1 -3.5 -4.7
O 0.47483 -1.12616 -2.38120 -0.9 0.3 -0.9